ORCA calculation (ωB97M-V/def2-TZVPD) on a cluster of 12 separate species, C20H61BBrN23O14 in total at a distorted geometry.

Geometry as XYZ:
```
120
Properties=species:S:1:pos:R:3:forces:R:3
C -4.84191 -0.67567 1.06093 0.451 -0.084 0.001
C -4.30539 0.78021 0.97186 -0.509 -0.321 0.302
C -4.94597 1.61764 2.11753 -0.282 -0.122 -0.263
C -4.33588 2.99499 2.55593 0.316 0.066 -0.575
C -3.14210 3.50409 1.68813 -0.360 -0.723 0.301
C -3.90759 3.09167 4.06624 -0.270 0.744 0.391
Br -4.67516 4.81700 4.73831 0.129 -0.341 -0.102
C -2.41940 3.11522 4.42767 0.248 0.502 1.023
C -2.11681 1.65251 4.80562 0.182 -0.184 -0.579
B -1.74038 0.75994 3.54542 -0.345 -0.627 -0.329
N -0.47747 0.92582 2.85503 -1.108 0.117 -0.039
O -2.69416 -0.15313 3.11917 0.964 0.496 0.440
O -3.36519 1.17850 5.37320 -0.457 0.769 0.108
C -4.40804 2.00058 5.04225 -1.848 -0.841 0.720
O -5.53614 1.82564 5.48964 2.578 0.396 -1.142
H -5.86998 -0.75045 0.67447 0.299 0.029 0.245
H -4.20723 -1.35447 0.45932 -0.348 0.239 0.087
H -4.80542 -1.05359 2.10048 -0.179 0.207 -0.485
H -3.20610 0.75933 1.04997 -0.477 0.373 -0.394
H -4.58643 1.15230 -0.02620 0.430 0.189 0.458
H -5.98023 1.83537 1.78537 0.391 -0.204 0.272
H -5.04480 0.94399 2.98401 0.040 0.321 -0.269
H -5.15329 3.72377 2.42764 0.436 -0.330 0.175
H -2.28807 2.80625 1.78826 -0.308 0.455 -0.157
H -2.82973 4.49785 2.03851 -0.039 -0.286 -0.299
H -3.39262 3.53095 0.61918 -0.020 0.075 0.332
H -1.73109 3.62797 3.74329 -0.337 -0.496 -0.062
H -2.34406 3.68819 5.37130 -0.032 -0.216 -0.402
H -1.32552 1.61510 5.57448 -0.455 -0.028 -0.121
H -0.53297 0.51651 1.92486 0.127 0.201 -0.005
H -0.23589 1.90690 2.74141 0.465 -0.159 0.124
H -2.56018 -0.42372 2.20089 0.026 -0.254 0.355
N 3.38919 -1.04188 -0.22922 -2.431 4.803 3.455
C 2.17749 -0.66172 0.25553 2.375 0.614 1.120
N 2.11374 -0.36120 1.57623 -0.262 0.173 -0.432
O 1.18273 -0.57891 -0.47262 -0.953 -0.222 -0.505
H 4.21026 -1.10636 0.34338 -0.444 0.130 0.288
H 3.45365 -1.24491 -1.21323 -0.082 3.404 2.468
H 1.20640 -0.10054 1.90709 -0.012 -0.069 0.390
H 2.88042 -0.35621 2.23593 0.007 -0.234 0.143
N -2.17844 -0.19712 -2.42596 -0.389 0.087 -0.211
C -2.75777 1.02229 -2.58042 0.583 -0.234 0.432
N -3.21141 1.31452 -3.84029 -0.064 -0.026 -0.347
O -2.83976 1.83611 -1.66493 0.005 0.085 -0.215
H -2.05517 -0.86423 -3.18070 0.087 0.073 -0.045
H -1.82985 -0.42155 -1.51407 0.115 0.021 0.081
H -3.63822 2.21163 -3.98861 -0.180 -0.094 0.014
H -3.11969 0.68857 -4.62430 0.082 0.000 0.042
N 0.04255 0.04119 -5.16872 -0.078 -0.392 0.070
C -0.15354 -1.28945 -5.01941 -0.027 0.171 -0.231
N 0.96180 -2.06466 -5.21108 0.179 -0.136 0.332
O -1.23982 -1.79510 -4.74280 0.085 0.216 0.116
H 0.92323 0.44645 -5.42309 -0.024 0.119 -0.001
H -0.73374 0.67029 -5.09600 0.043 0.193 0.020
H 0.86463 -3.05802 -5.10495 -0.052 -0.018 -0.073
H 1.85161 -1.68555 -5.47589 -0.062 0.012 -0.235
N 4.60982 -4.99023 -1.66953 0.253 -1.171 -0.082
C 3.74688 -5.56505 -0.77750 0.225 0.103 -0.099
N 3.08809 -4.69031 0.03952 -0.454 -0.154 0.322
O 3.57399 -6.77162 -0.72273 -0.085 -0.218 0.061
H 4.73254 -4.00002 -1.76154 0.333 -1.668 0.966
H 5.10001 -5.60580 -2.28955 -0.166 -0.276 0.040
H 2.42938 -5.07987 0.68637 0.029 -0.158 -0.035
H 3.22220 -3.69554 0.01631 0.179 -0.160 0.016
N 4.60482 -2.78474 -3.17404 -0.026 0.955 -0.027
C 3.91832 -2.45679 -2.04671 0.160 -1.266 -2.783
N 2.67004 -1.94863 -2.26143 -0.067 -1.468 -1.593
O 4.39043 -2.59635 -0.92256 2.937 -3.076 -2.363
H 4.24558 -2.66916 -4.10267 0.110 -0.037 -0.159
H 5.52787 -3.16165 -3.07911 0.163 0.189 -0.235
H 2.12310 -1.69174 -1.45717 -1.571 -0.319 -0.768
H 2.28324 -1.83046 -3.18133 -0.029 -0.106 -0.067
N -1.33058 4.07008 -4.15555 -0.058 -0.176 -0.193
C -0.22815 3.93927 -4.94108 -0.031 0.020 0.144
N 0.48610 5.07837 -5.16812 0.016 0.009 -0.041
O 0.10624 2.85832 -5.41167 0.022 -0.041 -0.075
H -1.61790 4.93079 -3.73117 0.036 -0.005 0.082
H -1.85198 3.22569 -3.98138 0.142 0.176 0.162
H 1.30273 5.00315 -5.74404 -0.003 -0.005 0.002
H 0.23415 5.97034 -4.78812 -0.010 -0.002 0.024
N 1.41836 -0.77964 5.07598 0.124 0.065 -0.020
C 2.74445 -1.08817 4.94808 -0.301 -0.023 0.045
N 3.24458 -1.95188 5.86102 0.020 -0.041 -0.295
O 3.42488 -0.60088 4.04698 0.236 0.023 0.027
H 0.83450 -1.16572 5.79331 0.011 -0.049 -0.001
H 1.01541 -0.15679 4.39512 -0.081 -0.005 0.001
H 4.21885 -2.17912 5.79734 0.027 0.038 0.061
H 2.71917 -2.33378 6.62558 0.100 0.128 0.157
N -7.78451 -0.77324 -5.70849 -0.018 0.001 -0.009
C -6.61030 -0.09983 -5.51785 0.063 0.079 -0.033
N -5.94669 -0.37159 -4.35584 -0.034 0.001 -0.105
O -6.17527 0.70034 -6.33138 -0.031 -0.053 0.033
H -8.15538 -1.43352 -5.05303 0.015 -0.004 0.013
H -8.28689 -0.58720 -6.55558 0.009 0.007 -0.005
H -5.08351 0.12507 -4.22308 -0.093 -0.050 0.241
H -6.26799 -1.01794 -3.66109 0.008 -0.008 -0.005
N 1.64509 2.97639 1.36436 0.032 0.047 0.165
C 0.49407 3.15972 0.63938 -0.050 -0.297 -0.407
N 0.09638 2.08980 -0.10605 -0.093 0.367 0.271
O -0.14415 4.19899 0.67595 0.022 0.296 0.228
H 2.18552 2.12798 1.34359 -0.071 -0.017 -0.042
H 1.97234 3.75266 1.90900 0.006 0.023 -0.065
H -0.77092 2.20079 -0.61005 -0.031 -0.098 -0.089
H 0.61176 1.22577 -0.15779 -0.024 -0.177 -0.274
N 6.91796 -0.99351 -6.43711 -0.042 -0.046 0.016
C 6.73672 -2.33171 -6.24337 0.139 0.011 -0.060
N 7.81496 -3.12052 -6.51803 -0.064 0.023 0.039
O 5.67802 -2.79813 -5.84664 -0.124 0.028 0.058
H 7.77792 -0.59331 -6.75945 0.015 -0.008 -0.006
H 6.14373 -0.38942 -6.23673 0.000 0.010 -0.002
H 7.70655 -4.10867 -6.38696 -0.009 -0.014 -0.016
H 8.69307 -2.76382 -6.84241 0.003 0.015 -0.008
N 2.01066 -2.45969 10.47052 -0.017 0.009 -0.041
C 2.91173 -1.74640 9.73233 0.055 -0.003 0.006
N 3.09456 -0.44939 10.11508 -0.003 0.000 -0.010
O 3.51574 -2.23466 8.78851 -0.139 -0.049 0.034
H 1.50624 -2.07820 11.24753 0.007 0.013 0.006
H 1.86516 -3.41865 10.21684 0.020 -0.009 0.008
H 3.75105 0.09504 9.58761 0.004 -0.007 -0.009
H 2.61418 -0.02611 10.88556 -0.004 -0.010 0.012
```
Positions in Å, forces in eV/Å.

Calculated values
Total charge: 0
Spin multiplicity: 1
HOMO energy in eV: -8.796
Orbital gap in eV: 8.8
SMILES: CCC[C@H](C)[C@]1(Br)C[C@H](B(N)O)OC1=O.NC(N)=O.NC(N)=O.NC(N)=O.NC(N)=O.NC(N)=O.NC(N)=O.NC(N)=O.NC(N)=O.NC(N)=O.NC(N)=O.NC(N)=O